Record 1
The following is a quantum chemistry calculation of C36H38N11O6S2Sn as an isolated structure, from OMol25.

HOMO-LUMO gap, eV: 5.96
Net charge: -1
ΔE to the lowest compared entry with this formula, charge and spin, kcal per mole: 0.00
DFT total energy, Ha: -3459.15280
HOMO, eV: -4.03

CARTESIAN COORDINATES (ANGSTROEM)
Sn  -0.608  0.999  -0.310
O  1.547  0.997  -4.417
C  0.840  0.795  -3.420
N  0.672  1.538  -2.336
C  1.457  2.673  -2.116
C  2.728  2.879  -2.660
C  3.492  3.973  -2.283
C  2.993  4.891  -1.370
C  1.727  4.706  -0.838
C  0.955  3.605  -1.194
N  -0.278  3.319  -0.584
C  -1.139  4.313  -0.378
O  -1.065  5.492  -0.740
C  -2.365  3.910  0.423
C  -3.288  4.894  0.766
C  -4.370  4.542  1.548
C  -4.488  3.226  1.972
C  -3.520  2.316  1.581
N  -2.488  2.645  0.809
C  0.049  -0.512  -3.425
C  0.138  -1.333  -4.546
C  -0.506  -2.554  -4.534
C  -1.213  -2.933  -3.401
C  -1.250  -2.052  -2.335
N  -0.645  -0.868  -2.348
H  3.099  2.173  -3.386
H  4.475  4.109  -2.717
H  3.578  5.754  -1.079
H  1.315  5.422  -0.141
H  -3.115  5.899  0.410
H  -5.104  5.284  1.837
H  -5.305  2.906  2.603
H  -3.557  1.289  1.913
H  0.731  -0.987  -5.380
H  -0.448  -3.213  -5.392
H  -1.719  -3.886  -3.339
H  -1.781  -2.302  -1.423
C  -3.913  -3.044  4.037
C  -2.489  -3.257  3.538
N  -1.696  -2.050  3.523
C  -1.761  -1.088  2.556
S  -0.799  0.311  2.810
N  -2.639  -1.384  1.593
N  -2.679  -0.522  0.553
C  -3.616  -0.700  -0.313
C  -4.672  -1.762  -0.213
C  -3.643  0.217  -1.477
C  -4.678  0.150  -2.411
C  -4.688  1.025  -3.482
C  -3.668  1.950  -3.615
C  -2.665  1.947  -2.661
N  -2.658  1.112  -1.630
H  -4.459  -3.988  4.058
H  -4.434  -2.350  3.379
H  -3.912  -2.627  5.044
H  -2.507  -3.663  2.528
H  -1.972  -3.979  4.175
H  -1.165  -1.793  4.337
H  -4.458  -2.399  0.640
H  -4.707  -2.374  -1.119
H  -5.663  -1.317  -0.081
H  -5.465  -0.578  -2.295
H  -5.489  0.981  -4.208
H  -3.636  2.653  -4.434
H  -1.821  2.623  -2.718
C  2.581  -2.116  3.291
C  3.895  -2.192  4.048
S  5.294  -2.534  3.011
O  4.948  -3.613  2.120
O  6.456  -2.659  3.856
C  5.504  -1.030  2.038
C  5.461  -1.249  0.529
N  4.104  -1.458  0.045
C  3.106  -0.529  0.096
N  1.943  -1.031  -0.250
C  2.164  -2.335  -0.552
C  3.489  -2.615  -0.393
N  4.163  -3.821  -0.744
O  5.369  -3.782  -0.934
O  3.467  -4.805  -0.912
C  3.279  0.903  0.475
H  1.748  -2.135  3.990
H  2.473  -2.954  2.604
H  2.475  -1.193  2.725
H  3.917  -3.009  4.773
H  4.135  -1.270  4.579
H  6.476  -0.642  2.342
H  4.739  -0.322  2.345
H  6.070  -2.097  0.227
H  5.855  -0.358  0.036
H  1.394  -2.994  -0.912
H  4.322  1.206  0.527
H  2.798  1.100  1.435
H  2.784  1.531  -0.271

---

Record 2
The following is a quantum chemistry calculation of C19H19OS4TeV as an isolated structure, from OMol25.

HOMO-LUMO gap (spin up / spin down), eV: 6.32 / 7.18
Net charge: 0
ΔE to the lowest compared entry with this formula, charge and spin, kcal per mole: 6.28
DFT total energy, Ha: -3615.47949
Spin multiplicity: 3
HOMO (spin up / spin down), eV: -7.24 / -7.71

CARTESIAN COORDINATES (ANGSTROEM)
V  1.237  -0.733  -0.244
C  4.393  1.070  -0.345
C  3.714  -0.230  -0.665
C  3.064  -0.422  -1.898
C  2.476  -1.646  -2.213
C  2.564  -2.722  -1.320
C  3.188  -2.541  -0.095
C  3.735  -1.295  0.236
H  5.440  1.016  -0.653
H  4.361  1.276  0.723
H  3.929  1.903  -0.869
H  2.996  0.402  -2.595
H  1.948  -1.763  -3.149
H  2.110  -3.672  -1.566
H  3.214  -3.348  0.624
H  4.182  -1.155  1.212
O  -0.069  -6.544  0.546
C  -0.076  -5.347  0.522
S  0.586  -4.329  1.817
C  0.202  -2.781  1.091
C  -0.412  -2.804  -0.132
S  -0.828  -1.390  -1.047
S  -0.740  -4.386  -0.815
S  0.713  -1.328  1.901
C  -5.298  2.090  1.215
C  -3.850  2.049  0.807
C  -3.483  1.941  -0.524
C  -2.148  1.911  -0.922
C  -1.835  1.802  -2.390
C  -1.154  1.986  0.059
Te  0.889  1.872  -0.504
C  -1.496  2.123  1.410
C  -0.468  2.252  2.501
C  -2.842  2.146  1.758
H  -5.941  1.726  0.415
H  -5.606  3.110  1.453
H  -5.473  1.479  2.101
H  -4.256  1.871  -1.283
H  -2.758  1.779  -2.968
H  -1.266  0.898  -2.617
H  -1.230  2.645  -2.728
H  0.167  1.367  2.547
H  -0.957  2.376  3.467
H  0.186  3.108  2.330
H  -3.108  2.239  2.806

---

Record 3
The following is a quantum chemistry calculation of an isolated ion of composition C4H8NO3S and charge +1, from OMol25.

Structure (SMILES): CS(=O)(=O)[N+](=O)C1CC1
HOMO-LUMO gap (spin up / spin down), eV: 8.95 / 8.95
Net charge: +1
ΔE to the lowest compared entry with this formula, charge and spin, kcal per mole: 12.72
DFT total energy, Ha: -835.41490
HOMO (spin up / spin down), eV: -15.67 / -15.67

CARTESIAN COORDINATES (ANGSTROEM)
C  -2.753  -1.186  0.457
S  -2.043  0.362  -0.082
O  -2.562  0.633  -1.336
O  -2.025  1.313  0.967
N  -0.132  -0.026  -0.454
O  0.145  -1.167  -0.775
C  0.722  0.874  -0.009
C  1.989  0.585  0.886
C  2.229  0.644  -0.584
H  -3.762  -0.964  0.271
H  -2.450  -1.936  -0.184
H  -2.584  -1.371  1.610
H  0.434  1.905  0.258
H  2.158  -0.375  1.525
H  2.210  1.432  1.421
H  2.644  1.602  -1.009
H  2.493  -0.249  -1.145

---

Record 4
The following is a quantum chemistry calculation of a 13-piece molecular cluster, H27O13 overall, from OMol25.

HOMO-LUMO gap, eV: 9.37
Net charge: +1
ΔE to the lowest compared entry with this formula, charge and spin, kcal per mole: 55.02
DFT total energy, Ha: -994.02095
HOMO, eV: -12.70

CARTESIAN COORDINATES (ANGSTROEM)
O  -0.196  -0.159  -0.042
H  0.606  -0.458  -0.561
H  0.057  -0.410  0.848
H  -0.231  0.814  -0.011
O  -3.070  1.249  -0.507
H  -3.860  1.711  -0.256
H  -2.593  1.866  -1.054
O  1.103  2.158  -1.877
H  1.479  1.836  -2.693
H  1.741  2.815  -1.553
O  -1.363  2.751  -2.215
H  -0.410  2.523  -2.240
H  -1.426  2.631  -3.167
O  -2.317  -2.060  0.931
H  -1.652  -1.517  1.285
H  -2.972  -2.010  1.557
O  -1.088  -0.015  2.884
H  -0.911  -0.821  3.289
H  -1.979  0.301  3.160
O  0.165  2.574  1.147
H  -0.545  3.143  0.940
H  0.826  3.321  1.302
O  1.255  -1.039  1.998
H  1.434  -0.445  2.774
H  2.137  -1.283  1.714
O  1.169  -3.577  1.406
H  0.950  -2.886  2.060
H  2.077  -3.646  1.156
O  -1.311  -0.309  -2.686
H  -2.200  -0.625  -2.489
H  -1.453  0.334  -3.454
O  2.953  1.361  0.852
H  2.061  1.666  0.794
H  3.260  1.365  -0.098
O  -0.337  -2.983  -0.893
H  0.248  -3.109  -0.107
H  -1.122  -3.559  -0.823
O  2.155  -1.273  -1.092
H  2.641  -0.735  -0.510
H  2.719  -1.500  -1.770

---

Record 5
The following is a quantum chemistry calculation of C28H56N4NbO3 as an isolated structure, from OMol25.

HOMO-LUMO gap, eV: 6.01
Net charge: -1
DFT total energy, Ha: -1601.99171
HOMO, eV: -4.03

CARTESIAN COORDINATES (ANGSTROEM)
C  3.259  0.285  3.046
C  2.306  -0.360  2.042
C  1.258  -1.241  2.676
O  1.188  -1.474  3.878
O  0.391  -1.796  1.770
C  -0.635  -0.830  1.359
C  -2.001  -1.062  2.010
Nb  -2.827  0.913  2.923
O  -2.883  2.858  3.525
C  -1.800  3.457  4.191
C  -0.588  3.771  3.346
C  0.467  4.399  4.273
C  -0.900  4.739  2.193
C  -0.012  4.523  0.960
C  0.723  5.805  0.526
C  -0.834  4.023  -0.226
H  2.945  0.096  4.063
H  4.263  -0.098  2.918
H  3.266  1.359  2.912
H  1.771  0.394  1.474
H  2.864  -0.940  1.317
H  -0.698  -0.810  0.277
H  -0.297  0.156  1.648
H  -2.696  -1.344  1.224
H  -1.893  -1.833  2.758
H  -4.500  1.012  2.120
H  -1.987  1.541  1.387
H  -1.180  0.838  3.738
H  -3.462  0.292  4.536
H  -1.502  2.883  5.065
H  -2.148  4.426  4.573
H  -0.125  2.881  2.940
H  -0.014  5.117  4.929
H  0.902  3.611  4.879
H  1.254  4.861  3.688
H  -1.942  4.618  1.919
H  -0.759  5.748  2.573
H  0.752  3.785  1.187
H  0.926  6.477  1.349
H  0.145  6.316  -0.237
H  1.663  5.533  0.054
H  -0.163  3.842  -1.061
H  -1.388  3.131  0.023
H  -1.500  4.829  -0.516
C  -7.924  -2.003  2.340
C  -7.037  -3.238  2.453
C  -5.994  -3.115  3.568
C  -5.110  -1.979  3.329
N  -4.423  -1.081  3.146
H  -7.339  -1.117  2.091
H  -8.670  -2.138  1.556
H  -8.450  -1.811  3.277
H  -6.529  -3.409  1.502
H  -7.655  -4.118  2.648
H  -5.386  -4.017  3.629
H  -6.483  -2.974  4.534
C  -3.281  -1.106  -3.565
C  -2.236  -2.213  -3.491
C  -1.237  -2.009  -2.347
C  -0.499  -0.757  -2.505
N  0.098  0.217  -2.611
H  -2.820  -0.137  -3.761
H  -3.991  -1.302  -4.369
H  -3.839  -1.030  -2.631
H  -1.696  -2.271  -4.439
H  -2.732  -3.175  -3.347
H  -0.517  -2.828  -2.313
H  -1.755  -1.980  -1.387
C  2.884  -1.619  -2.453
C  3.753  -2.259  -1.380
C  4.348  -3.602  -1.820
C  3.300  -4.569  -2.148
N  2.477  -5.323  -2.417
H  2.020  -2.243  -2.685
H  2.507  -0.655  -2.123
H  3.448  -1.464  -3.375
H  3.159  -2.401  -0.477
H  4.574  -1.587  -1.122
H  4.969  -4.025  -1.031
H  4.974  -3.470  -2.704
C  5.716  -2.501  -6.482
C  5.141  -1.135  -6.123
C  6.162  -0.001  -6.267
C  7.312  -0.209  -5.388
N  8.217  -0.376  -4.702
H  6.536  -2.774  -5.818
H  4.951  -3.272  -6.394
H  6.090  -2.513  -7.508
H  4.769  -1.155  -5.099
H  4.288  -0.921  -6.768
H  5.708  0.957  -6.015
H  6.524  0.060  -7.294

---

Record 6
The following is a quantum chemistry calculation of one molecule with the formula C5H8OS, from OMol25.

Structure (SMILES): CC1(C)CSC1=O
HOMO-LUMO gap, eV: 10.17
Net charge: 0
ΔE to the lowest compared entry with this formula, charge and spin, kcal per mole: 13.67
DFT total energy, Ha: -668.71675
HOMO, eV: -9.46

CARTESIAN COORDINATES (ANGSTROEM)
C  1.121  1.153  -0.047
C  0.097  0.009  0.105
C  -1.295  0.546  -0.022
C  0.161  -1.245  -0.868
S  0.018  -2.458  0.424
C  0.168  -0.912  1.364
O  0.138  -0.768  2.546
H  1.052  1.093  -1.153
H  2.080  0.952  0.370
H  0.899  2.112  0.310
H  -1.357  1.225  -0.847
H  -1.534  1.131  0.841
H  -1.998  -0.241  -0.070
H  -0.624  -1.248  -1.543
H  1.076  -1.349  -1.408